10
Properties=species:S:1:pos:R:3:forces:R:3 method="wB97M-V/def2-TZVPD" multiplicity=1 total_energy_ha=-301.34258 relative_energy_kcal_mol=90.8 homo_ev="-7.47 / -7.47" largest_force_ev_per_a=1.4 lumo_energy_ev="0.015 / 0.015" mol_weight_da=84.08 total_charge=0 gap_ha="0.2751 / 0.2751"
O 2.496681 0.835076 0.704754 -1.3 0.2 -0.6
C 1.492222 1.051219 0.181822 0.3 -0.4 0.5
N 0.237992 -1.599564 -0.389857 -0.2 0.1 0.0
C -0.803098 -0.902645 -0.079764 -0.1 0.2 0.0
C -0.968429 0.505072 -0.023397 0.8 0.2 0.2
N 0.366491 1.337592 -0.317675 -0.1 -0.7 0.1
H 0.004498 -2.593482 -0.404549 0.1 0.3 -0.1
H -1.796283 -1.336178 0.145566 0.3 -0.2 0.1
H -1.448173 0.865093 0.888847 0.2 0.3 -0.3
H 0.390414 1.818651 -1.213800 -0.1 0.0 0.2

10
Properties=species:S:1:pos:R:3:forces:R:3 method="wB97M-V/def2-TZVPD" multiplicity=1 total_energy_ha=-301.29364 relative_energy_kcal_mol=121.5 homo_ev="-10.37 / -10.36" largest_force_ev_per_a=5.0 lumo_energy_ev="-2.456 / -2.446" mol_weight_da=84.08 total_charge=0 gap_ha="0.2908 / 0.2907"
C 1.243721 0.245720 0.469948 -1.6 0.3 0.2
C 0.858582 0.122316 -0.943854 -3.2 0.7 -0.1
C -0.819488 0.716321 0.209059 1.1 -4.5 1.5
N 0.179888 0.588558 1.185385 3.4 -0.1 -1.0
N -0.411183 0.420065 -1.066116 0.3 0.4 -0.5
O -1.112793 -1.395528 0.700656 2.7 3.5 2.4
H 2.248553 -0.018803 0.717730 0.2 0.1 1.2
H 1.204862 -0.219755 -1.881260 1.7 -0.4 -0.4
H -1.691256 1.153282 0.555761 -1.8 0.9 -0.1
H -1.700887 -1.612175 0.052692 -2.8 -1.0 -3.1

10
Properties=species:S:1:pos:R:3:forces:R:3 method="wB97M-V/def2-TZVPD" multiplicity=1 smiles="O=c1[nH]cc[nH]1" total_energy_ha=-301.48253 relative_energy_kcal_mol=3.0 homo_ev=-8.16 largest_force_ev_per_a=1.7 lumo_energy_ev=0.894 mol_weight_da=84.08 total_charge=0 gap_ha=0.3328
O 2.396800 0.267020 -0.135873 -0.3 0.0 0.0
C 1.190294 0.124556 -0.052972 0.1 0.0 0.0
N 0.472819 -1.051568 0.077074 0.3 0.1 0.0
C -0.875118 -0.776505 0.175534 -1.4 -0.2 -1.0
C -1.058389 0.542240 0.059225 0.4 0.2 0.4
N 0.201597 1.098284 -0.059759 0.4 0.3 0.1
H 0.913861 -1.953292 0.100726 0.0 0.1 0.0
H -1.684823 -1.437938 -0.086629 0.3 -0.6 0.7
H -1.969119 1.116472 0.096392 0.1 0.0 -0.2
H 0.412081 2.070733 -0.173721 0.1 0.1 0.1

10
Properties=species:S:1:pos:R:3:forces:R:3 method="wB97M-V/def2-TZVPD" multiplicity=1 total_energy_ha=-301.42023 relative_energy_kcal_mol=42.0 homo_ev=-10.51 largest_force_ev_per_a=1.1 lumo_energy_ev=1.033 mol_weight_da=84.08 total_charge=0 gap_ha=0.4242
C -1.614498 0.016344 0.011367 0.0 0.2 -0.2
C -0.135655 -0.080574 0.033970 -0.1 0.0 -0.4
N 0.396319 -0.280930 -1.143221 0.0 -0.2 0.3
O 1.750205 -0.195014 -0.907657 0.5 0.0 0.3
C 1.879134 0.062815 0.385034 0.1 -0.1 0.2
N 0.763120 0.186980 1.031313 0.2 -0.4 -0.2
H -1.942876 -0.802349 -0.638564 -0.3 0.5 0.1
H -2.214890 0.059980 0.920658 0.6 -0.2 0.1
H -1.666000 0.986353 -0.476937 -1.1 0.0 -0.3
H 2.876491 0.053665 0.788460 0.1 0.3 0.0

11
Properties=species:S:1:pos:R:3:forces:R:3 method="wB97M-V/def2-TZVPD" multiplicity=1 smiles="[H]/N=c1/[nH]cc(O)o1" total_energy_ha=-376.65233 relative_energy_kcal_mol=69.9 homo_ev=-8.16 largest_force_ev_per_a=4.7 lumo_energy_ev=0.520 mol_weight_da=100.08 total_charge=0 gap_ha=0.3191
C 0.972265 0.321698 0.208739 1.4 0.4 -1.3
C 1.108922 -0.981727 -0.141530 -1.8 1.3 0.1
C -1.101043 -0.251679 -0.086099 -3.5 -1.2 -0.3
H 1.596523 2.199165 0.307785 -0.8 0.1 0.1
H 1.981564 -1.607751 -0.392312 -0.9 0.6 0.3
H -0.682647 -2.315277 -0.126395 1.2 3.4 -1.4
H -2.553919 0.903854 0.082894 -0.1 -2.2 0.3
N -0.291992 -1.304858 -0.485677 -0.5 -4.3 2.0
N -2.400921 -0.166036 0.028463 2.0 1.5 -0.7
O 1.903045 1.296771 0.255508 0.7 -1.1 0.3
O -0.324545 0.776542 0.174724 2.2 1.5 0.5

11
Properties=species:S:1:pos:R:3:forces:R:3 method="wB97M-V/def2-TZVPD" multiplicity=1 total_energy_ha=-376.61052 relative_energy_kcal_mol=96.2 homo_ev=-8.81 largest_force_ev_per_a=5.3 lumo_energy_ev=0.762 mol_weight_da=100.08 total_charge=0 gap_ha=0.3519
C -0.953390 1.571317 0.052936 0.7 -2.6 -0.3
C -1.375423 -0.591175 -0.085549 3.7 -3.3 -2.0
C 1.486451 -0.727840 0.081307 0.4 0.0 1.2
N 0.210826 1.227677 -0.233525 1.6 1.8 0.4
N 0.373760 -0.027298 -0.438574 -4.4 -1.8 -1.0
O -1.764119 -1.713871 -0.299144 0.5 2.6 0.9
O -1.906167 0.543205 0.150353 -0.8 1.0 0.2
H -1.233764 2.520045 0.088368 -1.8 3.6 0.5
H 1.399181 -0.562689 1.166884 0.9 -0.6 0.0
H 1.249951 -1.731436 -0.186347 0.2 -1.1 0.2
H 2.512695 -0.507932 -0.296710 -1.0 0.4 0.0

11
Properties=species:S:1:pos:R:3:forces:R:3 method="wB97M-V/def2-TZVPD" multiplicity=1 smiles=Nc1cc(O)no1 total_energy_ha=-376.58021 relative_energy_kcal_mol=115.2 homo_ev=-8.77 largest_force_ev_per_a=5.8 lumo_energy_ev=0.637 mol_weight_da=100.08 total_charge=0 gap_ha=0.3456
C 1.165202 0.114341 0.130771 -2.9 -2.6 0.4
C 0.013132 0.446444 0.935450 1.4 1.1 0.2
C -1.209914 0.133023 0.030207 4.4 2.2 3.1
H 2.595455 -1.025328 1.238262 -0.3 2.0 -3.3
H 3.050545 -0.875409 -0.547696 -2.1 1.4 2.1
H 0.017686 1.152497 1.921062 -0.2 -2.4 -2.6
H -3.154018 0.516204 0.128971 -0.3 0.0 -1.0
N 2.509284 -0.422591 0.288621 -0.3 -1.0 1.7
N -0.783393 -0.137569 -1.158829 -1.0 -0.8 0.3
O -2.386676 0.312736 0.650427 0.3 -0.3 -0.2
O 0.586497 -0.313949 -1.053891 1.1 0.4 -0.7

11
Properties=species:S:1:pos:R:3:forces:R:3 method="wB97M-V/def2-TZVPD" multiplicity=1 smiles=COc1conn1 total_energy_ha=-376.61338 relative_energy_kcal_mol=94.4 homo_ev=-9.46 largest_force_ev_per_a=2.7 lumo_energy_ev=0.861 mol_weight_da=100.08 total_charge=0 gap_ha=0.3794
C -1.274693 -1.284935 1.669640 0.0 1.0 0.7
C -0.154641 -0.222808 -0.123595 -1.0 -2.4 -0.1
C 0.345857 -0.142585 -1.369668 0.7 2.4 1.1
H -1.824290 -2.187235 1.846666 -0.1 -0.6 -0.1
H -1.886433 -0.450513 2.050650 0.1 -0.1 -0.5
H -0.358940 -1.258730 2.236099 0.4 -0.2 0.4
H 0.333746 -0.580738 -2.298471 -0.4 -1.4 -1.5
N 1.033135 1.514103 -0.108931 0.2 0.5 0.5
N 0.318281 0.767160 0.635190 0.4 1.0 -0.3
O -0.971381 -1.204115 0.295736 -0.3 0.0 -0.4
O 1.068490 1.005409 -1.367863 0.0 -0.3 0.3